A structure of composition C45H39ClF5HgN2O5P2Te. Source: the Open Molecules 2025 dataset; level of theory: ωB97M-V/def2-TZVPD.

The geometry in XYZ format:
```
101
C45H39ClF5HgN2O5P2Te | the Open Molecules 2025 dataset | ωB97M-V/def2-TZVPD
H 2.8540 1.2233 2.0253
H -4.8109 -0.0380 5.6307
C 1.5887 1.3238 -4.9818
Hg 1.4164 -1.1830 0.2056
H -3.3041 3.6025 -5.0010
C -0.2656 -2.4010 0.8928
H 0.9294 -4.1259 0.4599
C 4.2502 3.7694 1.9088
C 3.7129 -0.9081 -1.4788
C 2.6861 3.9728 0.0446
H -2.1449 -0.6049 -4.8337
C -2.7667 2.2753 -1.4321
C -3.5633 -0.0372 3.8918
C -0.1583 2.4560 4.0415
C -5.9100 -0.5900 3.8730
H -4.0511 3.8690 -0.7978
C -4.7696 -0.1993 4.5597
O 2.5585 -0.5913 -1.8687
F 6.0353 -1.4891 1.3842
F 4.6622 -2.5282 3.0665
H -6.7272 -1.1085 1.9592
C -0.9511 1.8482 3.0823
C 5.4202 1.6310 2.6907
H 1.4457 2.1983 5.4456
H 3.8893 -2.4440 -2.9885
C -3.5772 3.3820 -1.6416
H -1.8695 1.6513 -4.6286
H -3.8761 -2.1901 -5.5587
H 0.2465 -1.3151 3.3328
O 4.7242 1.2174 3.8456
H 1.7712 -2.0161 -5.4699
C -2.3508 2.1228 -3.7829
C 0.0877 0.1635 -3.4912
C 1.0880 2.3064 -0.4732
H 0.1424 -1.9752 -3.6176
H 2.6907 0.1018 -6.3583
H 1.1782 4.1998 -1.4730
C -3.6168 -2.1206 -4.5085
C -3.9059 -2.8503 -2.2421
C -2.3106 -2.9316 2.1428
H -4.5876 -0.7802 0.7600
N 5.2040 3.0497 2.5375
O 4.2633 4.9969 2.0128
C 3.1830 3.1465 1.0452
H -2.6776 0.2487 4.4431
C -2.6514 -1.2161 -4.0989
H 6.4933 1.4823 2.8231
C -3.1569 3.2302 -3.9936
F 2.8204 -3.0855 -0.5282
H -2.6625 -1.8749 -0.7869
C 0.9264 0.3575 4.4766
H 1.6791 -0.2226 4.9935
H 5.1157 1.0947 1.7938
O 4.2598 -0.5056 -0.4252
C -4.6424 -0.6190 1.8323
H 5.7809 3.6208 3.1348
C -2.9448 -1.9372 -1.8300
H -4.3935 4.7391 -3.0936
H -2.6099 1.8999 -0.4302
H -3.2060 -2.6056 2.6532
H -4.3811 -3.4938 -1.5117
H 3.1368 4.9471 -0.0943
H -2.6558 -4.9937 2.6059
Cl 5.7005 -2.7840 -1.5006
C 1.6112 3.5606 -0.7142
H 4.7117 0.2437 3.8478
H 0.3806 2.2917 -3.5044
H -0.5823 -5.7517 1.4837
C -2.1384 1.6273 -2.4951
C -2.3105 -1.1067 -2.7506
C -5.8425 -0.7962 2.5017
H -0.2693 3.5149 4.2451
C 2.5716 1.8966 1.2274
C -1.4622 -1.9942 1.5448
H 0.2438 1.9409 -1.0430
C 0.7914 1.7136 4.7316
C 1.9677 0.1185 -5.5516
H -6.8433 -0.7342 4.4040
C -3.4793 -0.2618 2.5192
C 0.6609 1.3459 -3.9515
H 2.0218 2.2535 -5.3320
F 3.0387 -3.9360 1.7999
C 4.5486 -1.7938 -2.4239
C 0.0126 -3.7723 0.9178
C -1.9984 -4.2793 2.1220
C -0.8151 0.4847 2.8158
P -1.1016 0.1333 -2.0937
C -4.2508 -2.9382 -3.5811
C -0.8346 -4.6978 1.5059
C 1.4462 -1.0686 -5.0578
O 2.8946 -1.2565 1.7478
P -1.9182 -0.2188 1.5263
F 5.4698 -4.1364 1.1710
Te 4.1796 -2.4390 1.1478
H -1.6828 2.4302 2.5293
H 5.1139 -1.1377 -3.0864
C 0.5245 -1.0477 -4.0261
C 0.1249 -0.2576 3.5238
H -5.0061 -3.6436 -3.9062
C -3.7735 3.8668 -2.9251
N 1.5530 1.4842 0.4557
```

Values from the calculation:
⟨S²⟩ ... 0.7583
Gap between HOMO and LUMO (alpha / beta) ... 6.08 / 7.06 eV
Multiplicity ... 2
E ... -116673.31064 eV
Total charge ... -2
HOMO (alpha / beta) ... -2.32 / -3.30 eV